1.
DFT (the ωB97M-V functional and the def2-TZVPD basis) results for a structure of composition C17H45LiO6.

```
69
Properties=species:S:1:pos:R:3
Li 27.4630 6.8112 -13.0254
C 31.1194 7.7719 -15.0726
C 30.1224 7.1243 -14.1163
O 28.7984 7.5068 -14.3621
H 30.8712 8.8169 -15.2643
H 31.0801 7.2607 -16.0377
H 32.1215 7.7313 -14.6384
H 30.4230 7.3949 -13.0835
H 30.1991 6.0230 -14.1830
C 23.8710 6.6339 -14.7192
C 24.7372 5.4855 -14.2361
C 24.6040 4.2319 -15.1045
O 26.1108 5.8760 -14.1607
H 22.8516 6.3002 -14.9350
H 24.2483 7.0904 -15.6411
H 23.7577 7.4806 -14.0369
H 24.3858 5.2338 -13.2305
H 24.9137 3.3608 -14.5250
H 25.2319 4.2377 -15.9941
H 23.5572 4.0864 -15.3780
H 26.4805 5.7676 -15.0639
C 28.6718 7.2153 -18.0031
C 27.4589 6.3816 -17.6030
C 27.1286 5.2811 -18.5894
O 27.7077 5.7634 -16.3335
H 29.5463 6.5622 -18.0567
H 28.8711 7.9175 -17.1903
H 28.5293 7.7227 -18.9548
H 26.5704 7.0146 -17.4740
H 26.9786 5.7021 -19.5865
H 26.2437 4.7181 -18.2949
H 27.9587 4.5777 -18.6961
H 28.1999 6.3731 -15.7192
C 24.9196 10.1982 -11.6587
C 25.8223 9.0068 -11.2586
C 24.9936 7.8617 -10.7035
O 26.4759 8.4904 -12.4313
H 24.0331 9.8073 -12.1572
H 25.4290 10.8766 -12.3411
H 24.6303 10.6881 -10.7280
H 26.5700 9.3575 -10.5386
H 24.4829 8.0841 -9.7629
H 25.6377 7.0105 -10.4841
H 24.2029 7.5993 -11.4069
H 26.8215 9.2647 -12.8941
C 30.4117 2.9168 -15.4360
C 28.9664 2.5028 -15.2237
C 28.3293 3.2305 -14.0527
O 28.2261 2.7833 -16.4208
H 31.0634 2.4785 -14.6748
H 30.5685 3.9984 -15.4585
H 30.7145 2.5742 -16.4275
H 28.8974 1.4312 -15.0197
H 29.0047 3.0892 -13.2017
H 27.3259 2.8778 -13.8194
H 28.2780 4.3019 -14.2438
H 28.0715 3.7426 -16.4590
C 28.5339 6.5855 -9.4688
C 28.9616 5.6865 -10.6248
C 29.6115 4.3991 -10.1484
O 27.8229 5.4052 -11.4602
H 29.3770 6.8648 -8.8325
H 27.8645 6.0571 -8.7796
H 28.0256 7.4669 -9.8520
H 29.6648 6.2267 -11.2611
H 30.4608 4.6737 -9.5170
H 29.9236 3.7348 -10.9510
H 28.9518 3.8052 -9.5058
H 27.1467 4.9859 -10.9155
```

## Properties
relative energy (zero: lowest compared OMol25 entry of this formula, charge and spin)	12.08	kcal per mole
Kohn-Sham gap	7.805	eV
HOMO energy	-7.56	eV
net charge	0
multiplicity	1

---

2.
DFT (the ωB97M-V functional and the def2-TZVPD basis) results for a structure of composition C32H16N9O3Os.

```
61
Properties=species:S:1:pos:R:3
Os -0.0439 -0.3503 0.0473
C 6.0319 -0.3635 -2.4735
C 6.3887 0.1683 -1.2404
C 5.4395 0.4304 -0.2571
C 4.1184 0.1454 -0.5509
C 2.8916 0.2441 0.2166
N 1.8393 -0.1850 -0.5512
C 2.3313 -0.6145 -1.7558
N 1.6600 -1.2150 -2.7061
C 0.3976 -1.5548 -2.6512
C -0.3122 -2.1989 -3.7337
C 0.0866 -2.5995 -4.9967
C -0.8757 -3.1772 -5.8173
C -2.1849 -3.3565 -5.3824
C -2.5865 -2.9677 -4.1085
C -1.6361 -2.3859 -3.2864
C -1.6941 -1.8429 -1.9458
N -2.7873 -1.7674 -1.2307
C -2.8846 -1.2364 -0.0356
N -1.8608 -0.7250 0.7149
C -2.3420 -0.3683 1.9460
N -1.6241 0.0630 2.9556
C -0.3371 0.3094 2.9419
N 0.5054 0.1895 1.8633
C 1.7643 0.5861 2.2366
N 2.8314 0.6062 1.4746
C 1.7534 0.9481 3.6401
C 2.7481 1.3753 4.5042
C 2.3959 1.6031 5.8289
C 1.0884 1.4331 6.2701
C 0.0796 1.0282 5.4036
C 0.4251 0.7711 4.0865
C -3.7735 -0.6057 1.9771
C -4.7441 -0.3960 2.9393
C -6.0565 -0.7329 2.6201
C -6.3882 -1.2677 1.3815
C -5.4175 -1.4890 0.4109
C -4.1137 -1.1516 0.7213
N -0.4504 -1.3837 -1.5897
C 3.7594 -0.3942 -1.8015
C 4.7073 -0.6573 -2.7741
H 6.7987 -0.5632 -3.2073
H 7.4295 0.3669 -1.0345
H 5.7193 0.8248 0.7049
H 1.1058 -2.4672 -5.3231
H -0.6049 -3.4841 -6.8165
H -2.9048 -3.8064 -6.0507
H -3.5995 -3.1048 -3.7684
H 3.7599 1.5183 4.1609
H 3.1542 1.9113 6.5311
H 0.8550 1.6132 7.3082
H -0.9386 0.9144 5.7371
H -4.4852 0.0209 3.8980
H -6.8370 -0.5678 3.3465
H -7.4170 -1.5134 1.1680
H -5.6607 -1.9039 -0.5534
H 4.4197 -1.0811 -3.7221
O -1.1478 1.2408 -1.6088
N -1.3786 2.1794 -0.8098
O -2.0108 3.1376 -1.1260
O -0.9150 2.0355 0.3445
```

## Properties
Kohn-Sham gap (alpha / beta)	3.495 / 3.458	eV
HOMO energy (alpha / beta)	-9.87 / -9.81	eV
net charge	+1
multiplicity	1

---

| no. | E (Ha) | maximum force (Eh/bohr) |
| --- | --- | --- |
| 1 | -1133.74716 | 0.023 |
| 2 | -2037.93835 | 0.055 |